The following is a DFT calculation (the ωB97M-V functional and the def2-TZVPD basis) of a structure of composition C16H43MgO10S6 at a distorted geometry.

Each line ends with the Löwdin charge.
Atoms and positions in Å:
Mg 0.860063 0.806388 -1.519808  0.41
O 0.361927 0.203566 0.205747  -0.36
H 0.673392 0.048704 1.096524  -0.09
C 0.332797 -2.004343 2.893134  -0.01
C 1.253052 -3.003838 3.531765  -0.29
C 0.690191 -4.425693 3.706381  -0.07
O 1.635687 -5.271503 3.035020  0.07
C 2.644224 -4.533706 2.525033  -0.58
O 3.583685 -4.969103 1.958756  0.17
O 2.392607 -3.211642 2.676477  0.06
H -0.270333 -2.419659 2.087317  0.08
H 0.930935 -1.156682 2.571780  0.05
H -0.395023 -1.663632 3.635788  0.10
H 1.635327 -2.645355 4.488405  0.16
H -0.264926 -4.595317 3.204188  0.13
H 0.569643 -4.727455 4.744501  0.13
C -2.587845 0.876091 2.135363  -0.27
S -1.677119 2.369200 2.500093  0.80
O -2.440519 3.201748 3.464727  -0.53
C -0.397458 1.549228 3.447076  -0.26
H -2.871474 0.308020 3.017580  0.07
H -1.871235 0.253468 1.580529  0.03
H -3.407116 1.128191 1.472234  0.04
H -0.813148 0.981177 4.277392  0.07
H 0.298744 2.275746 3.869950  0.06
H 0.163542 0.927015 2.751504  0.01
C -1.193210 1.302588 -4.732536  -0.23
S -1.893706 0.735578 -3.194138  0.90
O -0.957593 1.156038 -2.104390  -0.55
C -3.217467 1.949839 -3.164367  -0.22
H -0.857963 2.334424 -4.667887  0.08
H -1.924516 1.200800 -5.539117  0.07
H -0.394810 0.609644 -5.001114  0.04
H -2.737094 2.925740 -3.274949  0.06
H -3.692144 1.954151 -2.189395  0.05
H -3.885145 1.782758 -4.003863  0.07
C 3.585016 -0.266908 1.077293  -0.24
S 4.044265 0.518344 -0.454297  0.93
O 2.786383 0.890364 -1.177376  -0.58
C 4.547507 2.062883 0.274339  -0.23
H 4.525707 -0.442288 1.608046  0.07
H 3.154588 -1.250120 0.899029  0.05
H 2.905894 0.379192 1.625377  0.06
H 5.446145 1.999828 0.883369  0.07
H 3.684532 2.445745 0.819384  0.05
H 4.754334 2.757534 -0.541700  0.07
C 1.202227 -2.196828 -4.605646  -0.23
S 1.766283 -1.969547 -2.919577  0.95
O 0.852614 -0.879254 -2.408049  -0.57
C 1.100486 -3.474263 -2.229974  -0.21
H 1.677212 -3.061951 -5.067913  0.07
H 1.487605 -1.314637 -5.172792  0.06
H 0.123854 -2.331683 -4.542140  0.07
H 1.606885 -3.655599 -1.283177  0.06
H 1.279263 -4.321290 -2.890247  0.07
H 0.036749 -3.330652 -2.063245  0.06
C -2.047712 -1.739390 -0.353182  -0.27
S -3.758280 -1.798596 0.199936  0.85
O -3.768876 -1.491134 1.649152  -0.54
C -4.277097 -0.325464 -0.680085  -0.28
H -1.485500 -2.468045 0.226036  0.04
H -1.597926 -0.749390 -0.216017  0.01
H -2.028990 -1.976632 -1.419778  0.04
H -5.319567 -0.148634 -0.418147  0.06
H -4.232780 -0.550704 -1.749651  0.04
H -3.680242 0.558396 -0.464232  0.03
C -1.040357 4.419464 -0.677043  -0.23
S 0.725960 4.191282 -0.818615  0.93
O 0.930882 2.796876 -1.312605  -0.57
C 1.134244 4.234421 0.930424  -0.22
H -1.201411 5.407982 -0.242614  0.07
H -1.447736 3.658741 -0.016255  0.03
H -1.461936 4.387156 -1.675683  0.04
H 0.549268 5.035020 1.375964  0.07
H 2.192827 4.489766 0.970914  0.05
H 0.971729 3.257818 1.375074  0.04

Forces on atoms 1 to 6 (eV/Å):
Mg 0.120 0.530 1.993
O -0.280 -0.071 0.639
H 0.041 0.021 -0.411
C -0.460 0.022 0.609
C 0.049 -0.496 0.022
C -0.324 -0.233 -0.466

Summary:
Calculated total energy ... -3976.83060 hartree
HOMO ... -10.487 eV
Charge ... +1

The following is a DFT calculation (the ωB97M-V functional and the def2-TZVPD basis) of a structure of composition C16H43NNbO8P2 at a distorted geometry.

Each line ends with the Löwdin charge.
Atoms and positions in Å:
C 4.973494 6.634177 -2.616943  -0.45
Nb 2.838821 7.116371 -3.291513  0.96
N 0.781729 7.281417 -3.758256  -0.16
C 0.009617 6.547816 -3.071910  -0.59
C -0.140076 5.033579 -3.183982  -0.10
C -0.910225 7.267763 -2.045005  -0.08
H 4.901933 5.894187 -1.800365  -0.06
H 5.515701 7.539653 -2.319744  -0.06
H 5.451733 6.091494 -3.449414  -0.06
H 2.342167 6.875815 -1.531796  -0.16
H 2.736306 5.319206 -3.684746  -0.15
H 3.380161 7.379020 -5.023227  -0.20
H 3.106295 8.903730 -3.008415  -0.20
H 0.793579 4.504507 -3.400241  0.01
H -0.836362 4.796043 -4.007113  0.08
H -0.525055 4.622450 -2.234885  0.05
H -0.335896 7.741414 -1.244174  0.06
H -1.637471 6.524085 -1.677442  0.05
H -1.479432 8.028854 -2.599923  0.07
O 0.294705 -0.261926 1.776786  -0.20
P -0.989784 0.259146 1.182567  0.66
O -0.517526 1.785863 0.811301  -0.22
C 0.496710 1.969995 -0.178236  -0.27
C 0.024652 1.540991 -1.553512  -0.08
O -1.751692 0.521439 2.624751  -0.25
C -1.683341 -0.468887 3.652525  -0.29
C -0.846453 0.049291 4.803473  -0.08
O -2.426634 0.437570 0.374062  -0.23
C -3.491433 1.303815 0.772260  -0.27
C -3.303141 2.736049 0.315667  -0.07
H 1.402281 1.429023 0.107387  0.11
H 0.740779 3.032606 -0.187145  0.12
H -0.174667 0.462820 -1.582501  0.07
H 0.779101 1.770624 -2.306604  0.08
H -0.903260 2.047081 -1.820039  0.06
H -1.279726 -1.408337 3.271777  0.09
H -2.704001 -0.662793 3.992456  0.12
H 0.151142 0.330744 4.465737  0.07
H -0.751903 -0.702931 5.589316  0.07
H -1.301447 0.945373 5.229469  0.08
H -3.695890 1.254408 1.838759  0.11
H -4.382722 0.903252 0.281686  0.12
H -2.561692 3.253059 0.923017  0.08
H -4.244113 3.281890 0.411537  0.08
H -2.974091 2.778390 -0.722781  0.07
O -1.195613 -5.364286 2.422025  -0.21
P 0.006907 -5.839842 1.656068  0.63
O 0.175375 -4.653592 0.539616  -0.22
C 0.466832 -3.329525 0.990342  -0.29
C 1.840782 -3.235957 1.621017  -0.07
O -0.761882 -6.996030 0.764581  -0.25
C -1.727998 -7.843600 1.388070  -0.30
C -3.108622 -7.517761 0.858138  -0.08
O 1.478035 -6.518702 1.325525  -0.23
C 1.815783 -7.188038 0.109815  -0.27
C 2.240170 -6.245013 -0.996750  -0.07
H -0.303252 -2.994203 1.688770  0.09
H 0.422467 -2.679213 0.116096  0.11
H 1.894984 -3.838693 2.534754  0.07
H 2.072276 -2.202426 1.876747  0.07
H 2.605680 -3.612349 0.940918  0.07
H -1.696943 -7.747315 2.474084  0.10
H -1.469065 -8.876635 1.140828  0.11
H -3.350494 -6.466953 1.018010  0.08
H -3.870089 -8.131018 1.344040  0.07
H -3.152443 -7.693147 -0.218335  0.08
H 1.034332 -7.864340 -0.227738  0.11
H 2.668311 -7.824085 0.362282  0.12
H 1.383253 -5.733733 -1.433550  0.07
H 2.729033 -6.806862 -1.795213  0.08
H 2.929307 -5.486817 -0.624763  0.07

Forces on atoms 1 to 6 (eV/Å):
C -0.890 -0.753 -0.320
Nb -2.678 0.555 -0.335
N 2.174 -1.359 0.403
C -0.062 1.009 0.620
C -0.211 -0.302 0.132
C -0.568 -0.928 -0.885

Summary:
Calculated total energy ... -2031.58720 hartree
HOMO ... -4.247 eV
Charge ... -1

The following is a DFT calculation (the ωB97M-V functional and the def2-TZVPD basis) of a cluster of 7 separate species, C16H43NO12P in total at a distorted geometry.

Each line ends with the Löwdin charge.
Atoms and positions in Å:
O -0.428331 4.100878 -2.066098  -0.03
C 0.490558 3.481314 -2.681187  -0.21
C 0.391063 3.017750 -4.214116  -0.11
C 0.176121 1.416669 -4.385850  -0.28
N 1.030384 0.583825 -3.476535  -0.08
P 0.164479 -0.163427 -2.160816  0.66
O -0.625564 0.822131 -1.260864  -0.33
O -0.770134 -1.526100 -2.649366  -0.17
O 1.385000 -0.838450 -1.123760  -0.22
C -1.397271 1.097429 -4.353801  -0.59
O -2.143511 1.896089 -3.674724  -0.08
O -1.889859 0.006673 -5.041278  -0.20
H 1.450008 3.286896 -2.057622  0.11
H -0.496894 3.502504 -4.771824  0.13
H 1.325563 3.324315 -4.826466  0.10
H 0.528400 1.179521 -5.463607  0.14
H 1.860432 1.102120 -3.132798  0.05
H -1.311827 -1.848922 -1.886911  0.06
H 1.949315 -0.044694 -0.930952  0.05
C -0.661993 2.629349 3.116326  -0.09
C -0.233930 1.863547 1.879759  -0.31
O 1.188696 1.811052 1.806493  -0.10
H -0.259004 3.645542 3.096805  0.08
H -1.751239 2.682898 3.184406  0.07
H -0.275777 2.150260 4.022053  0.07
H -0.602559 2.356301 0.978225  0.11
H -0.623214 0.840940 1.897886  0.10
H 1.504768 1.365702 2.604416  0.07
C -2.597615 -5.762620 -2.404067  -0.10
C -2.765009 -4.257322 -2.475501  -0.32
O -2.765471 -3.706122 -1.165471  -0.09
H -3.404689 -6.211198 -1.818267  0.07
H -2.600228 -6.203456 -3.403954  0.07
H -1.658781 -6.024373 -1.906586  0.07
H -3.712439 -4.000126 -2.952965  0.12
H -1.954238 -3.799755 -3.050018  0.10
H -1.920198 -3.930696 -0.753097  0.08
C 4.661665 1.830411 3.940432  -0.10
C 3.937597 3.124479 4.257557  -0.33
O 3.604141 3.807197 3.057645  -0.09
H 5.572311 2.030510 3.369930  0.08
H 4.929056 1.297627 4.856576  0.07
H 4.036065 1.177944 3.324054  0.07
H 4.573672 3.781795 4.854599  0.11
H 3.017695 2.930183 4.819267  0.10
H 3.032670 3.221448 2.537726  0.06
C -4.789042 0.088607 1.538157  -0.08
C -3.712863 -0.598820 2.354708  -0.34
O -2.768351 -1.213118 1.492986  -0.09
H -5.298612 -0.631111 0.892509  0.08
H -5.527739 0.565045 2.188008  0.07
H -4.352206 0.849386 0.885041  0.08
H -4.151384 -1.372039 2.989797  0.09
H -3.188762 0.118116 2.996258  0.10
H -2.379717 -0.518274 0.940164  0.07
C 5.651528 0.719601 -4.176199  -0.09
C 4.621177 1.710952 -4.679094  -0.30
O 3.541181 1.806566 -3.758249  -0.11
H 5.200121 -0.266454 -4.040001  0.08
H 6.484484 0.632588 -4.878052  0.07
H 6.042938 1.028791 -3.202336  0.07
H 4.217102 1.387656 -5.640490  0.12
H 5.063484 2.703992 -4.806611  0.11
H 3.904401 2.102026 -2.911724  0.09
C -2.003162 -4.323710 4.823281  -0.09
C -3.128129 -3.349776 5.112410  -0.33
O -2.607283 -2.041720 5.309504  -0.09
H -1.286249 -4.337450 5.648590  0.07
H -2.390370 -5.334902 4.675274  0.07
H -1.452696 -4.023250 3.927162  0.08
H -3.661964 -3.640725 6.019895  0.11
H -3.843585 -3.322646 4.284292  0.10
H -2.144183 -1.787369 4.499064  0.07

Forces on atoms 1 to 6 (eV/Å):
O 3.628 -2.187 -2.557
C -2.983 1.881 1.205
C -0.090 -0.150 -0.232
C 0.038 0.824 -1.863
N -1.736 -1.063 1.555
P -1.793 0.994 2.911

Summary:
Calculated total energy ... -1934.42746 hartree
HOMO ... -4.223 eV
Charge ... -1

Record order is preserved below.
Kohn-Sham gap: 8.31, 4.81, 6.34 eV